The following is a quantum chemistry calculation of C19H20Cl2N3SbV as an isolated structure, from OMol25.

Last column: Löwdin spin population.
Cartesian coordinates (Å):
1 Sb -1.142 0.872 3.195  -0.02
2 V 0.565 0.254 0.341  1.08
3 Cl 2.361 1.360 -0.851  0.00
4 Cl 2.044 1.339 1.893  0.00
5 N -0.578 1.947 0.362  -0.01
6 N 1.470 -1.452 -0.132  -0.03
7 N -1.276 -0.555 0.449  -0.01
8 C -1.253 -1.246 -1.907  0.00
9 C -0.714 2.798 -0.672  0.01
10 C 3.058 2.005 0.614  0.01
11 C -1.872 -0.531 1.653  0.02
12 C 2.704 -3.385 0.073  -0.01
13 C -3.018 -1.248 1.946  0.01
14 C -0.954 2.360 1.586  0.01
15 C -1.363 3.651 1.866  0.01
16 C -2.992 -2.032 -0.310  0.00
17 C 2.177 -2.391 -0.778  0.00
18 C 2.478 -3.366 1.440  -0.01
19 C -1.829 -1.279 -0.538  0.01
20 C -0.516 2.337 -2.066  0.00
21 C 1.716 -2.348 2.045  -0.01
22 C 2.395 -2.348 -2.237  0.00
23 C -1.411 4.571 0.814  0.00
24 C 1.266 -1.431 1.140  -0.08
25 C -1.105 4.133 -0.455  0.00
26 C -3.589 -2.025 0.933  0.00
27 H -0.246 -0.812 -1.931  0.00
28 H 3.009 3.100 0.620  0.00
29 H -1.244 -2.245 -2.348  0.00
30 H -0.127 1.319 -2.142  0.00
31 H -3.408 -2.606 -1.130  0.00
32 H -3.477 -1.203 2.930  0.00
33 H 4.091 1.652 0.731  0.00
34 H -1.921 -0.658 -2.550  0.00
35 H -1.717 5.592 0.994  0.00
36 H -1.173 4.807 -1.298  0.00
37 H 3.313 -4.173 -0.354  0.00
38 H 0.120 3.022 -2.629  0.00
39 H -4.490 -2.597 1.121  0.00
40 H 3.198 -3.026 -2.524  0.00
41 H -1.484 2.385 -2.582  0.00
42 H 1.531 -2.333 3.109  0.00
43 H 2.640 -1.338 -2.580  0.00
44 H -1.650 3.942 2.869  0.00
45 H 2.909 -4.138 2.071  0.00
46 H 1.504 -2.680 -2.781  0.00

Calculated values
- Lowest unoccupied orbital energy (alpha / beta): -16.09 / -16.37 eV
- HOMO (alpha / beta): -0.8123 / -0.8132 hartree
- 2S+1: 2
- ΔE to the lowest compared entry with this formula, charge and spin: 15.9 kcal per mole
- Net charge: +4
- ⟨S²⟩: 0.79
- Maximum force: 2.24 eV/Å
- Gap between HOMO and LUMO (alpha / beta): 6.01 / 5.76 eV


The following is a quantum chemistry calculation of C19H20Cl2N6PbS2Se2Te2 as an isolated structure, from OMol25.

Last column: Löwdin charge in e.
Cartesian coordinates (Å):
1 Pb 0.238 0.374 -0.033  0.97
2 Te -3.998 -2.320 -2.033  0.12
3 Te -2.060 -0.779 -3.145  0.32
4 Se -3.520 -2.196 0.364  -0.31
5 Se -2.556 1.375 -2.182  -0.21
6 Cl 0.729 0.835 -3.323  0.62
7 Cl 1.388 -4.379 -2.094  0.71
8 S 2.813 -0.222 -0.112  0.56
9 S -0.297 -1.836 -1.766  0.28
10 N -0.010 4.891 -0.717  0.08
11 N 0.673 -1.120 1.818  -0.10
12 N 3.860 -2.328 1.107  -0.02
13 N -1.500 0.450 1.758  -0.03
14 N 0.426 2.899 0.072  -0.09
15 N 1.819 -1.812 1.876  -0.02
16 C 2.782 -1.522 1.047  -0.78
17 C 0.421 3.650 -1.001  -0.21
18 C 1.583 -0.646 -3.460  -0.70
19 C -3.703 1.014 2.447  -0.05
20 C -1.461 -0.552 2.647  -0.28
21 C -0.248 -1.352 2.699  -0.26
22 C 3.467 -1.831 -4.329  -0.07
23 C 1.127 -1.784 -2.803  -0.70
24 C 1.890 -2.952 -2.917  -0.68
25 C 3.051 -2.973 -3.670  -0.10
26 C -0.025 3.678 1.090  -0.15
27 C 5.146 -2.083 0.504  -0.29
28 C -3.685 -0.020 3.370  -0.06
29 C -2.558 -0.814 3.472  -0.03
30 C -0.102 -2.398 3.756  -0.02
31 C -2.586 1.196 1.652  -0.17
32 C 6.105 -1.339 1.432  -0.09
33 C -0.302 4.924 0.615  -0.09
34 C 2.735 -0.664 -4.226  -0.10
35 H 3.625 -3.882 -3.733  0.11
36 H 3.822 -3.020 1.844  0.14
37 H 4.979 -1.496 -0.402  0.06
38 H -0.120 3.284 2.079  0.10
39 H 0.861 -2.885 3.639  0.06
40 H 3.049 0.241 -4.722  0.11
41 H 0.728 3.332 -1.975  0.10
42 H -4.564 1.651 2.328  0.11
43 H -0.167 -1.953 4.746  0.09
44 H 6.252 -1.895 2.356  0.07
45 H -0.892 -3.140 3.655  0.09
46 H -2.567 1.961 0.887  0.08
47 H 5.577 -3.050 0.232  0.11
48 H -0.137 5.647 -1.370  0.16
49 H 4.367 -1.852 -4.921  0.11
50 H -0.672 5.804 1.096  0.11
51 H 5.710 -0.354 1.666  0.07
52 H 7.067 -1.216 0.940  0.07
53 H -4.547 -0.218 3.987  0.11
54 H -2.540 -1.641 4.158  0.11

Calculated values
- Lowest unoccupied orbital energy: -0.52 eV
- HOMO: -0.2229 hartree
- 2S+1: 1
- ΔE to the lowest compared entry with this formula, charge and spin: 32.5 kcal per mole
- Maximum force: 1.28 eV/Å
- Gap between HOMO and LUMO: 5.54 eV


The following is a quantum chemistry calculation of a single C19H20ClN3O2 molecule, from OMol25.

Last column: Löwdin charge in e.
Cartesian coordinates (Å):
1 Cl -3.045 1.906 -1.287  0.60
2 O -4.667 -2.337 -0.312  0.11
3 O 3.458 -2.394 0.972  0.04
4 N 2.094 1.873 -0.604  -0.09
5 N 2.654 -0.831 -0.515  -0.07
6 N 1.401 -2.739 -0.320  0.09
7 C -0.423 2.107 -1.052  0.08
8 C 2.114 1.030 -1.718  -0.18
9 C -1.693 2.477 -0.181  -0.51
10 C -0.855 -3.487 -0.507  -0.07
11 C 0.608 2.949 0.985  -0.07
12 C -3.878 -1.685 0.232  -0.49
13 C 2.617 -2.232 0.062  -0.36
14 C -2.515 -1.940 0.106  -0.13
15 C 3.055 1.559 0.359  -0.17
16 C -2.113 -3.280 -0.603  0.08
17 C 3.723 0.139 0.080  -0.02
18 C 1.917 -0.465 -1.490  -0.28
19 C 0.727 2.239 0.020  -0.23
20 C -4.430 -0.471 1.108  -0.01
21 C 0.072 -2.625 0.070  -0.22
22 C -0.686 3.510 1.675  0.06
23 C -1.662 -0.989 0.505  -0.04
24 C -1.738 3.275 0.870  -0.18
25 C -0.286 -1.281 0.363  0.01
26 H 4.426 0.150 -0.711  0.09
27 H 1.436 1.481 -2.263  0.04
28 H 1.576 3.170 1.704  0.16
29 H 4.144 -0.466 0.917  0.12
30 H -0.401 -4.411 -0.837  0.13
31 H 3.180 1.322 -2.346  0.20
32 H -0.338 1.371 -1.722  0.02
33 H -5.663 -0.521 1.130  0.14
34 H 0.963 -0.846 -1.498  0.08
35 H -2.649 3.688 1.123  0.10
36 H -3.026 -3.721 -0.569  0.08
37 H 0.404 -0.408 0.898  0.18
38 H -4.092 -0.621 2.046  0.01
39 H -1.857 -0.128 1.052  0.09
40 H 3.780 2.208 0.282  0.06
41 H 1.577 -3.695 -0.002  0.15
42 H -0.695 3.960 2.540  0.05
43 H 2.402 -0.924 -2.455  0.16
44 H 2.657 1.586 1.449  0.14
45 H -4.273 0.498 0.441  0.05

Calculated values
- Lowest unoccupied orbital energy: -0.67 eV
- HOMO: -0.3065 hartree
- 2S+1: 1
- ΔE to the lowest compared entry with this formula, charge and spin: 338.4 kcal per mole
- Maximum force: 17.62 eV/Å
- Gap between HOMO and LUMO: 7.67 eV
- SMILES: CC(=O)c1ccc(NC(=O)N2CCN(c3cccc(Cl)c3)CC2)cc1


The following is a quantum chemistry calculation of C19H20CuN2O2 as an isolated structure, from OMol25.

Last column: Löwdin spin population.
Cartesian coordinates (Å):
1 Cu 1.174 0.725 0.068  0.65
2 O 0.807 -0.778 1.117  0.07
3 O 1.827 2.057 -1.013  0.08
4 N -0.094 -1.538 -0.875  0.02
5 N 0.319 -0.286 -1.308  0.14
6 C 0.820 3.339 1.536  0.01
7 C -0.463 -5.512 2.139  0.00
8 C 0.801 1.275 -3.021  0.00
9 C 0.103 4.044 0.578  0.00
10 C 0.271 2.207 2.128  0.01
11 C 0.210 -1.683 0.381  0.01
12 C -1.028 -3.860 0.484  0.00
13 C 0.245 0.045 -2.561  0.01
14 C -1.631 0.581 2.478  0.00
15 C -1.705 2.468 0.804  0.00
16 C -0.409 -0.898 -3.527  0.01
17 C -1.156 3.600 0.209  0.00
18 C 1.545 2.162 -2.271  0.00
19 C -0.054 -3.009 0.998  0.00
20 C 0.703 -3.410 2.094  0.00
21 C -1.232 -5.106 1.055  0.00
22 C 0.503 -4.662 2.659  0.00
23 C -1.013 1.763 1.783  0.00
24 C 2.098 3.400 -2.933  0.00
25 H 1.815 3.665 1.814  0.00
26 H -0.617 -6.490 2.579  0.00
27 H 2.645 3.144 -3.840  0.00
28 H -1.993 -5.765 0.657  0.00
29 H 1.101 -4.975 3.506  0.00
30 H -1.716 4.132 -0.550  0.00
31 H 1.284 4.072 -3.211  0.00
32 H -2.692 2.131 0.509  0.00
33 H 1.444 -2.731 2.495  0.00
34 H -0.473 -0.455 -4.518  0.00
35 H 2.762 3.918 -2.245  0.00
36 H -1.404 -1.169 -3.174  0.00
37 H -2.395 0.115 1.855  0.00
38 H 0.167 -1.823 -3.577  0.00
39 H -1.612 -3.531 -0.365  0.00
40 H -2.107 0.897 3.410  0.00
41 H -0.878 -0.168 2.714  0.00
42 H 0.664 1.515 -4.066  0.00
43 H 0.537 4.918 0.109  0.00
44 H 0.824 1.676 2.896  0.00

Calculated values
- Lowest unoccupied orbital energy (alpha / beta): 0.63 / -0.63 eV
- HOMO (alpha / beta): -0.2792 / -0.2776 hartree
- 2S+1: 2
- ⟨S²⟩: 0.75
- Maximum force: 0.37 eV/Å
- Gap between HOMO and LUMO (alpha / beta): 8.23 / 6.92 eV


> Which value of maximum force does entry 1 give?

2.24 eV/Å


What did the second record say?
The following is a quantum chemistry calculation of C19H20Cl2N6PbS2Se2Te2 as an isolated structure, from OMol25.

Last column: Löwdin charge in e.
Cartesian coordinates (Å):
1 Pb 0.238 0.374 -0.033  0.97
2 Te -3.998 -2.320 -2.033  0.12
3 Te -2.060 -0.779 -3.145  0.32
4 Se -3.520 -2.196 0.364  -0.31
5 Se -2.556 1.375 -2.182  -0.21
6 Cl 0.729 0.835 -3.323  0.62
7 Cl 1.388 -4.379 -2.094  0.71
8 S 2.813 -0.222 -0.112  0.56
9 S -0.297 -1.836 -1.766  0.28
10 N -0.010 4.891 -0.717  0.08
11 N 0.673 -1.120 1.818  -0.10
12 N 3.860 -2.328 1.107  -0.02
13 N -1.500 0.450 1.758  -0.03
14 N 0.426 2.899 0.072  -0.09
15 N 1.819 -1.812 1.876  -0.02
16 C 2.782 -1.522 1.047  -0.78
17 C 0.421 3.650 -1.001  -0.21
18 C 1.583 -0.646 -3.460  -0.70
19 C -3.703 1.014 2.447  -0.05
20 C -1.461 -0.552 2.647  -0.28
21 C -0.248 -1.352 2.699  -0.26
22 C 3.467 -1.831 -4.329  -0.07
23 C 1.127 -1.784 -2.803  -0.70
24 C 1.890 -2.952 -2.917  -0.68
25 C 3.051 -2.973 -3.670  -0.10
26 C -0.025 3.678 1.090  -0.15
27 C 5.146 -2.083 0.504  -0.29
28 C -3.685 -0.020 3.370  -0.06
29 C -2.558 -0.814 3.472  -0.03
30 C -0.102 -2.398 3.756  -0.02
31 C -2.586 1.196 1.652  -0.17
32 C 6.105 -1.339 1.432  -0.09
33 C -0.302 4.924 0.615  -0.09
34 C 2.735 -0.664 -4.226  -0.10
35 H 3.625 -3.882 -3.733  0.11
36 H 3.822 -3.020 1.844  0.14
37 H 4.979 -1.496 -0.402  0.06
38 H -0.120 3.284 2.079  0.10
39 H 0.861 -2.885 3.639  0.06
40 H 3.049 0.241 -4.722  0.11
41 H 0.728 3.332 -1.975  0.10
42 H -4.564 1.651 2.328  0.11
43 H -0.167 -1.953 4.746  0.09
44 H 6.252 -1.895 2.356  0.07
45 H -0.892 -3.140 3.655  0.09
46 H -2.567 1.961 0.887  0.08
47 H 5.577 -3.050 0.232  0.11
48 H -0.137 5.647 -1.370  0.16
49 H 4.367 -1.852 -4.921  0.11
50 H -0.672 5.804 1.096  0.11
51 H 5.710 -0.354 1.666  0.07
52 H 7.067 -1.216 0.940  0.07
53 H -4.547 -0.218 3.987  0.11
54 H -2.540 -1.641 4.158  0.11

Calculated values
- Lowest unoccupied orbital energy: -0.52 eV
- HOMO: -0.2229 hartree
- 2S+1: 1
- ΔE to the lowest compared entry with this formula, charge and spin: 32.5 kcal per mole
- Maximum force: 1.28 eV/Å
- Gap between HOMO and LUMO: 5.54 eV


> Look up the maximum force of the third one.

17.62 eV/Å


> Which of these has the highest maximum force?

C19H20ClN3O2